1.
C15H23BaNO5 | the ωB97M-V functional and the def2-TZVPD basis

Properties
Orbital gap, eV: 5.90

ORCA input file:
```
! RIJCOSX wB97M-V def2-TZVPD def2/J DEFGRID3
* xyz 2 1
Ba -1.705 2.784 2.912
O -3.130 -3.290 0.153
O 0.403 -0.769 1.847
O 1.231 0.585 -2.558
O 4.089 1.928 -0.967
O 0.367 1.257 -3.394
N 1.318 -1.651 -1.552
C -3.258 -0.137 -1.422
C -3.363 1.314 1.373
C 0.251 -1.655 -0.470
C -2.865 -0.846 -0.103
C -3.716 1.343 -1.356
C -3.744 2.040 0.029
C -2.348 -2.379 -0.211
C -2.890 -0.207 1.301
C 0.904 -1.851 1.013
C 0.746 -0.791 -2.631
C -0.882 -2.755 -0.785
C 1.938 1.157 2.207
C 2.457 1.091 0.673
C 3.626 2.159 0.404
C 1.404 -0.265 2.764
H -0.979 -2.831 -1.936
H 3.696 1.076 -1.275
H -0.608 -3.814 -0.428
H -0.402 -0.729 -2.615
H -3.173 -0.732 -2.401
H 2.039 -1.904 0.932
H 0.468 -2.826 1.457
H 0.618 2.211 -3.422
H -0.151 -0.571 -0.463
H 1.013 -1.258 -3.654
H 3.218 3.220 0.551
H -2.560 -0.834 2.193
H 0.866 -0.024 3.762
H 2.765 1.535 2.917
H 1.107 1.965 2.234
H 2.237 -0.999 3.024
H 1.453 -2.620 -1.904
H -4.050 3.137 0.131
H -3.991 1.874 -2.333
H 4.484 1.897 1.124
H 2.916 0.040 0.551
H 1.614 1.288 -0.080
H -3.410 1.839 2.410
*
```



2.
C15H23BrN2O3 | the ωB97M-V functional and the def2-TZVPD basis

Properties
ΔE to the lowest compared entry with this formula, charge and spin, eV: 1.236
Orbital gap, eV: 9.23

ORCA input file:
```
! RIJCOSX wB97M-V def2-TZVPD def2/J DEFGRID3
* xyz 0 1
Br -1.687 2.872 -0.035
O 5.352 -1.583 0.580
O 2.560 -1.393 -0.474
O 3.201 1.246 0.169
N 5.133 -0.138 -1.146
N -2.840 -0.380 0.787
C -5.247 -4.135 -0.593
C 4.060 0.416 0.933
C 4.893 -0.570 0.107
C -2.241 -0.226 -0.532
C 1.960 -3.217 1.038
C 1.911 0.827 -0.024
C 2.319 -2.786 -0.378
C 1.545 -0.504 -0.308
C -0.797 0.162 -0.388
C 0.197 -0.805 -0.458
C -0.401 1.470 -0.149
C 0.928 1.801 0.037
C -4.635 -2.740 -0.628
C -4.279 -0.603 0.782
C -4.649 -2.092 0.755
H -2.771 0.530 -1.142
H 4.759 1.100 1.430
H -4.770 -0.084 -0.057
H 1.812 -4.293 1.065
H -3.966 -2.625 1.418
H -4.696 -4.775 0.093
H -5.658 -2.189 1.163
H -5.224 -4.590 -1.581
H -2.638 0.456 1.327
H 5.611 -0.742 -1.793
H -2.311 -1.182 -1.054
H 2.774 -2.958 1.710
H -3.611 -2.816 -0.997
H -5.198 -2.116 -1.326
H -0.107 -1.821 -0.654
H 1.552 -3.096 -1.098
H 1.224 2.818 0.241
H -4.674 -0.182 1.709
H 3.512 -0.136 1.702
H 3.274 -3.231 -0.669
H 1.050 -2.726 1.377
H -6.282 -4.090 -0.260
H 4.627 0.657 -1.497
*
```



3.
C15H23F3N3O8P2 | the ωB97M-V functional and the def2-TZVPD basis

Properties
ΔE to the lowest compared entry with this formula, charge and spin, eV: 0.212
Orbital gap, eV: 7.88

ORCA input file:
```
! RIJCOSX wB97M-V def2-TZVPD def2/J DEFGRID3
* xyz 1 1
P 0.227 1.757 -2.227
P -1.079 1.313 -0.528
F 8.079 6.344 -1.886
F 7.197 5.239 -3.525
F 8.020 4.179 -1.820
O 5.767 6.040 -0.549
O -3.731 -1.314 4.901
O 1.716 1.739 -1.628
O 0.283 -4.958 1.335
O -0.190 3.045 -2.746
O 0.162 0.558 -3.295
O 5.174 4.436 -2.022
O -3.015 -1.690 2.834
N -3.579 -0.179 0.117
N -0.252 -2.643 -0.564
N -0.238 -1.311 -0.638
C -2.600 -2.456 -0.088
C -1.271 -0.497 -0.472
C 2.940 5.415 -1.947
C -4.020 -3.556 1.722
C -3.881 -3.156 0.227
C -1.436 -0.904 4.514
C 3.865 4.338 -1.426
C -0.078 -5.234 0.234
C 5.994 5.325 -1.477
C -2.900 -3.113 2.630
C -1.412 -4.708 -0.279
C -2.824 -1.308 4.149
C 7.356 5.280 -2.199
C -1.407 -3.205 -0.312
C -2.524 -1.072 -0.151
H 3.955 4.373 -0.341
H 2.216 0.974 -1.942
H -4.393 -0.331 -0.462
H 0.936 -0.016 -3.328
H -1.903 -3.330 2.247
H -2.996 -3.643 3.575
H -0.997 -1.678 5.138
H 2.889 5.381 -3.035
H -1.618 -5.082 -1.280
H -2.307 1.660 -1.090
H -4.690 -2.472 0.004
H 0.677 -0.920 -0.802
H 0.522 -5.884 -0.412
H 1.936 5.273 -1.547
H -1.501 -0.001 5.112
H 3.290 6.405 -1.656
H -4.947 -3.144 2.107
H -4.016 -3.997 -0.448
H -3.831 -0.168 1.099
H -4.115 -4.636 1.809
H 3.503 3.358 -1.707
H -0.805 -0.752 3.647
H -2.149 -5.075 0.426
*
```



Which formula does entry 3 have? C15H23F3N3O8P2